Density functional theory data (wB97M-V/def2-TZVPD) for one molecule with the formula C4H6ClN3 in a non-equilibrium geometry.

Summary:
- SMILES = NN1CC=NC=C1Cl
- electronic energy (eV) = -21235.11033
- max |F| (eV Å⁻¹) = 4.54
- ΔE to the lowest compared entry with this formula, charge and spin (kJ/mol) = 366.0
- lowest unoccupied orbital energy (eV) = 0.62
- gap between HOMO and LUMO (Eh) = 0.3262

Last column: Mulliken charge in e.
Cartesian coordinates (Å):
Cl: 2.837 0.146 0.583  -0.19
H: -1.848 1.038 0.451  0.33
N: 0.227 1.918 -0.643  -0.61
N: 0.184 0.705 0.058  0.22
H: -2.310 -1.400 -0.808  0.36
H: -1.015 -0.157 1.625  0.26
C: -1.122 0.245 0.586  -0.57
H: 1.512 -2.343 0.106  0.41
C: -1.371 -1.044 -0.329  -0.08
N: -0.403 -1.837 -0.314  -0.47
H: 0.811 2.503 -0.061  0.23
C: 0.848 -1.499 0.114  -0.56
C: 1.259 -0.207 0.217  0.46
H: 0.391 1.931 -1.585  0.19

***

Density functional theory data (wB97M-V/def2-TZVPD) for a 2-piece molecular cluster, C4H6ClN3O2 overall in a non-equilibrium geometry.

Summary:
- SMILES = Cn1cncc1Cl.O=NO
- electronic energy (eV) = -25329.32469
- max |F| (eV Å⁻¹) = 4.09
- ΔE to the lowest compared entry with this formula, charge and spin (kJ/mol) = 6.1
- lowest unoccupied orbital energy (eV) = 0.27
- gap between HOMO and LUMO (Eh) = 0.3105

Last column: Mulliken charge in e.
Cartesian coordinates (Å):
H: -0.208 1.824 -2.372  0.33
N: 1.757 -1.034 -0.245  0.47
H: 0.046 0.007 2.367  0.25
C: -1.352 -0.530 -0.587  -0.15
C: -0.975 0.070 1.805  -0.95
H: -1.548 -1.606 -0.410  0.33
C: -0.430 1.390 -0.246  0.28
H: -1.527 0.926 2.248  0.33
H: 3.214 -1.900 -1.220  0.36
O: 2.628 -0.608 0.445  -0.50
O: 2.255 -1.743 -1.217  -0.35
C: -0.661 1.140 -1.629  -0.27
H: -1.435 -0.819 2.007  0.38
N: -0.828 0.260 0.398  0.25
Cl: 0.224 2.701 0.480  -0.20
N: -1.160 -0.078 -1.823  -0.56

***

Density functional theory data (wB97M-V/def2-TZVPD) for a 2-piece molecular cluster, C4H6ClNO3 overall in a non-equilibrium geometry.

Summary:
- electronic energy (eV) = -24394.05667
- max |F| (eV Å⁻¹) = 4.17
- ΔE to the lowest compared entry with this formula, charge and spin (kJ/mol) = 581.4
- lowest unoccupied orbital energy (alpha / beta) (eV) = -2.19 / -2.19
- gap between HOMO and LUMO (alpha / beta) (Eh) = 0.2710 / 0.2712

Last column: Mulliken charge in e.
Cartesian coordinates (Å):
O: -2.343 -2.518 -1.218  -0.54
H: 0.580 -0.780 1.659  0.47
O: -1.023 -0.456 -0.691  -0.18
C: -0.744 -1.447 0.112  0.07
H: -0.858 2.816 -1.061  0.27
O: -1.208 -3.718 0.202  -0.58
C: -1.047 1.734 -1.195  -0.73
H: 0.369 0.697 0.262  0.23
H: 1.409 -2.002 0.479  0.29
C: -0.485 0.732 -0.457  0.24
H: -1.869 1.456 -1.913  0.24
N: -1.574 -2.694 -0.299  1.20
C: 0.437 -1.658 1.021  -0.96
H: 0.004 -2.574 1.505  0.37
Cl: -2.533 -0.894 2.006  -0.40

***

Density functional theory data (wB97M-V/def2-TZVPD) for one molecule with the formula C4H6ClNO3 in a non-equilibrium geometry.

Summary:
- SMILES = C/C(O)=C\OC(=O)NCl
- electronic energy (eV) = -24397.83194
- max |F| (eV Å⁻¹) = 3.75
- ΔE to the lowest compared entry with this formula, charge and spin (kJ/mol) = 217.2
- lowest unoccupied orbital energy (eV) = 0.18
- gap between HOMO and LUMO (Eh) = 0.3524

Last column: Mulliken charge in e.
Cartesian coordinates (Å):
Cl: -4.160 1.640 -0.607  -0.06
O: 1.116 -0.779 1.384  -0.47
H: -2.014 0.618 0.126  0.36
N: -2.448 1.499 -0.148  -0.28
C: 0.572 -0.021 0.301  0.96
C: 0.508 -0.759 -1.002  -1.08
C: 0.018 1.163 0.538  -0.58
O: -0.330 2.070 -0.398  -0.31
C: -1.574 2.338 -0.819  0.65
H: -0.131 1.488 1.642  0.16
H: 0.272 -0.307 -2.014  0.31
H: 0.918 -0.269 2.132  0.28
H: 1.357 -1.512 -1.062  0.32
H: -0.441 -1.342 -0.786  0.26
O: -1.828 3.153 -1.630  -0.49